{"formula": "C15H31Cl22N2OS", "method": "ωB97M-V/def2-TZVPD", "max_force_ha_per_bohr": 0.04238, "charge": 1, "orbital_gap_ev": 8.219, "homo_energy_ev": -12.3, "species": ["N", "C", "C", "C", "S", "N", "C", "O", "H", "H", "H", "H", "H", "H", "H", "H", "H", "C", "Cl", "Cl", "H", "H", "C", "Cl", "Cl", "H", "H", "C", "Cl", "Cl", "H", "H", "C", "Cl", "Cl", "H", "H", "C", "Cl", "Cl", "H", "H", "C", "Cl", "Cl", "H", "H", "C", "Cl", "Cl", "H", "H", "C", "Cl", "Cl", "H", "H", "C", "Cl", "Cl", "H", "H", "C", "Cl", "Cl", "H", "H", "C", "Cl", "Cl", "H", "H"], "positions_angstrom": [[1.066, -1.383, 2.000], [0.571, -0.246, 1.185], [0.121, 0.956, 2.060], [-1.377, 0.952, 2.505], [-2.091, -0.681, 2.887], [-2.255, -1.590, 1.455], [-2.799, -0.920, 0.557], [-2.953, -0.311, -0.403], [0.347, -2.090, 2.120], [1.857, -1.761, 1.493], [1.448, 0.109, 0.616], [-0.170, -0.549, 0.420], [0.739, 0.963, 2.968], [0.267, 1.877, 1.473], [-2.050, 1.502, 1.821], [-1.429, 1.511, 3.462], [-1.092, -1.300, 3.589], [-0.065, 0.012, -2.504], [1.613, 0.485, -2.223], [-0.679, 0.678, -4.021], [-0.121, -1.072, -2.548], [-0.676, 0.383, -1.686], [-2.745, -5.676, 1.193], [-4.407, -5.333, 1.684], [-1.604, -4.573, 1.978], [-2.497, -6.694, 1.474], [-2.664, -5.557, 0.117], [-1.518, 3.805, -2.771], [-2.473, 5.148, -3.402], [-0.692, 4.248, -1.267], [-2.177, 2.967, -2.574], [-0.774, 3.526, -3.509], [3.686, 2.722, 2.580], [3.934, 2.263, 0.890], [2.061, 3.379, 2.831], [3.810, 1.847, 3.199], [4.415, 3.475, 2.850], [-3.633, -3.688, 5.477], [-5.254, -3.286, 6.029], [-3.151, -2.638, 4.120], [-2.934, -3.548, 6.294], [-3.615, -4.722, 5.147], [-0.960, -2.769, -5.097], [-0.357, -3.371, -6.643], [-0.119, -3.534, -3.736], [-0.801, -1.696, -5.050], [-2.020, -2.990, -5.024], [-6.226, 0.004, 6.989], [-7.892, 0.529, 7.239], [-5.292, 1.217, 6.096], [-5.759, -0.157, 7.955], [-6.230, -0.919, 6.421], [4.337, 5.932, -0.111], [4.885, 5.645, 1.546], [2.587, 5.746, -0.250], [4.610, 6.942, -0.399], [4.819, 5.216, -0.768], [0.105, 1.703, -8.046], [-0.379, 3.143, -7.140], [-1.107, 0.423, -7.920], [0.226, 1.969, -9.091], [1.044, 1.334, -7.646], [3.017, -1.645, -6.680], [2.746, -0.887, -5.105], [2.852, -0.472, -7.992], [4.020, -2.058, -6.703], [2.286, -2.434, -6.820], [6.442, -0.424, 2.804], [5.980, 0.990, 3.761], [5.207, -1.687, 2.885], [6.565, -0.119, 1.770], [7.375, -0.818, 3.190]], "mulliken_charge": [-0.506, -0.313, -0.217, -0.920, 0.237, 0.071, 0.378, -0.328, 0.100, 0.257, 0.172, 0.239, 0.292, 0.217, 0.449, 0.461, 0.313, 0.337, -0.170, -0.178, 0.001, -0.009, -0.347, -0.134, -0.082, 0.326, 0.260, -0.020, -0.165, -0.127, 0.161, 0.140, -0.477, -0.117, -0.137, 0.295, 0.412, -0.391, -0.128, -0.080, 0.302, 0.312, 0.267, -0.156, -0.190, -0.266, 0.361, 0.099, -0.145, -0.165, 0.289, -0.076, -0.351, -0.131, -0.079, 0.355, 0.240, -0.071, -0.150, -0.135, 0.365, -0.023, -0.179, -0.050, -0.151, 0.333, 0.084, -0.252, -0.137, -0.140, 0.227, 0.339]}

{"formula": "C44H58Br4N2O4P2RuSi", "method": "ωB97M-V/def2-TZVPD", "max_force_ha_per_bohr": 0.00786, "charge": -1, "s_squared": 8.7646, "orbital_gap_ev": [5.646, 6.613], "spin_multiplicity": 6, "homo_energy_ev": [-3.3, -4.7], "species": ["Ru", "C", "Si", "C", "C", "C", "C", "C", "C", "P", "C", "C", "C", "C", "C", "C", "C", "C", "C", "C", "C", "C", "C", "C", "C", "C", "C", "C", "P", "C", "C", "C", "C", "C", "C", "C", "C", "C", "C", "C", "C", "H", "H", "H", "H", "H", "H", "H", "H", "H", "H", "H", "H", "H", "H", "H", "H", "H", "H", "H", "H", "H", "H", "H", "H", "H", "H", "H", "H", "H", "H", "H", "H", "H", "H", "H", "H", "H", "H", "H", "H", "H", "H", "H", "H", "H", "H", "H", "H", "H", "H", "H", "H", "H", "H", "H", "N", "N", "C", "O", "O", "H", "H", "H", "Br", "C", "C", "Br", "C", "Br", "C", "O", "C", "O", "C", "Br"], "positions_angstrom": [[1.023, -0.553, -0.131], [1.470, 1.873, 3.095], [0.461, 1.411, 1.540], [0.383, 3.094, 0.620], [0.369, 4.292, 1.345], [0.392, 5.527, 0.723], [0.443, 5.599, -0.663], [0.465, 4.432, -1.407], [0.440, 3.182, -0.781], [0.295, 1.605, -1.686], [-1.465, 1.640, -2.247], [-2.397, 1.694, -1.034], [-3.803, 1.239, -1.451], [-4.121, 1.652, -2.897], [-3.397, 2.953, -3.232], [-1.876, 2.723, -3.260], [1.364, 1.540, -3.197], [0.814, 0.410, -4.080], [1.779, 0.066, -5.209], [2.095, 1.302, -6.046], [2.623, 2.434, -5.171], [1.650, 2.780, -4.043], [-1.269, 1.025, 2.245], [-2.166, 2.032, 2.612], [-3.396, 1.745, 3.175], [-3.759, 0.420, 3.390], [-2.888, -0.593, 3.032], [-1.644, -0.309, 2.457], [-0.512, -1.665, 1.937], [-1.652, -3.100, 1.602], [-2.926, -2.806, 0.777], [-3.303, -3.985, -0.127], [-3.089, -5.298, 0.616], [-1.589, -5.523, 0.869], [-0.826, -4.195, 0.918], [0.291, -2.317, 3.501], [1.748, -1.850, 3.645], [2.207, -1.945, 5.093], [1.440, -0.921, 5.939], [-0.022, -0.789, 5.473], [-0.492, -2.074, 4.802], [0.868, 2.456, 3.799], [2.341, 2.467, 2.805], [1.853, 0.995, 3.616], [0.354, 4.256, 2.429], [0.375, 6.434, 1.316], [0.465, 6.559, -1.164], [0.496, 4.501, -2.485], [-1.615, 0.659, -2.705], [-2.412, 2.714, -0.635], [-2.029, 1.045, -0.242], [-4.539, 1.670, -0.765], [-3.860, 0.153, -1.364], [-5.199, 1.749, -3.041], [-3.784, 0.866, -3.579], [-3.643, 3.700, -2.470], [-3.727, 3.366, -4.188], [-1.363, 3.669, -3.066], [-1.582, 2.407, -4.266], [2.321, 1.183, -2.795], [-0.144, 0.721, -4.510], [0.597, -0.476, -3.477], [1.352, -0.722, -5.836], [2.704, -0.328, -4.777], [1.182, 1.636, -6.555], [2.819, 1.058, -6.828], [2.822, 3.322, -5.776], [3.578, 2.130, -4.729], [0.718, 3.173, -4.467], [2.084, 3.568, -3.425], [-1.897, 3.068, 2.434], [-4.075, 2.547, 3.440], [-4.721, 0.177, 3.825], [-3.193, -1.618, 3.192], [-1.950, -3.480, 2.592], [-2.801, -1.903, 0.179], [-3.757, -2.622, 1.460], [-2.708, -3.970, -1.043], [-4.343, -3.874, -0.443], [-3.513, -6.144, 0.069], [-3.627, -5.252, 1.570], [-1.167, -6.138, 0.070], [-1.441, -6.078, 1.800], [-0.602, -3.858, -0.096], [0.138, -4.338, 1.416], [0.307, -3.397, 3.319], [1.868, -0.823, 3.300], [2.390, -2.428, 2.977], [3.282, -1.767, 5.161], [2.036, -2.960, 5.471], [1.934, 0.051, 5.855], [1.480, -1.200, 6.995], [-0.122, 0.039, 4.764], [-0.672, -0.544, 6.317], [-1.566, -2.043, 4.623], [-0.328, -2.913, 5.487], [0.894, -2.632, -1.819], [-0.391, -2.819, -2.329], [-1.352, -1.829, -1.983], [-2.385, -1.798, -2.656], [-1.074, -1.116, -0.967], [1.558, -2.230, -2.472], [1.276, -3.485, -1.436], [-0.476, -3.131, -3.283], [7.991, -0.111, -1.799], [6.378, -0.215, -0.818], [6.376, -0.045, 0.559], [7.993, 0.276, 1.486], [5.171, -0.101, 1.269], [5.093, 0.103, 3.148], [3.955, -0.309, 0.620], [2.805, -0.351, 1.219], [3.962, -0.503, -0.810], [2.804, -0.738, -1.373], [5.170, -0.450, -1.490], [5.106, -0.720, -3.362]], "lowdin_spin": [3.675, 0.042, 0.207, 0.032, 0.009, 0.002, 0.004, 0.003, 0.014, 0.134, 0.020, 0.000, 0.000, 0.000, 0.002, 0.007, 0.018, 0.002, 0.000, 0.000, 0.002, 0.005, 0.033, 0.007, 0.003, 0.002, 0.002, 0.007, 0.112, 0.029, 0.002, 0.000, 0.001, 0.000, 0.003, 0.012, 0.001, 0.000, 0.000, 0.000, 0.005, 0.008, 0.000, 0.001, 0.001, 0.000, 0.000, 0.000, 0.001, 0.000, 0.000, 0.000, 0.000, 0.000, 0.000, 0.000, 0.000, 0.000, 0.000, 0.000, 0.000, 0.001, 0.000, 0.000, 0.000, 0.000, 0.000, 0.000, 0.000, 0.000, 0.001, 0.000, 0.000, 0.000, 0.004, 0.000, 0.000, 0.000, 0.000, 0.000, 0.000, 0.000, 0.000, 0.000, 0.001, 0.000, 0.000, 0.000, 0.000, 0.000, 0.000, 0.000, 0.000, 0.000, 0.000, 0.001, 0.048, 0.002, 0.009, 0.009, 0.095, 0.000, 0.001, 0.002, 0.002, 0.009, 0.006, 0.001, 0.017, 0.004, 0.008, 0.187, 0.007, 0.157, 0.013, 0.002]}

{"formula": "C7H10BF4NPb", "method": "ωB97M-V/def2-TZVPD", "max_force_ha_per_bohr": 0.14547, "charge": -2, "orbital_gap_ev": [4.790, 4.845], "homo_energy_ev": [1.0, 0.7], "species": ["C", "C", "C", "C", "C", "Pb", "N", "C", "C", "H", "H", "H", "H", "H", "H", "H", "H", "H", "H", "F", "B", "F", "F", "F"], "positions_angstrom": [[2.454, -0.190, -0.224], [2.183, -0.153, -1.635], [1.547, -1.395, -2.007], [1.414, -2.197, -0.824], [1.894, -1.413, 0.285], [-1.070, 0.667, -0.423], [-0.080, -0.668, 1.360], [-0.308, 2.522, 0.508], [-0.004, 3.121, -0.599], [1.238, -1.678, -3.009], [2.448, 0.663, -2.306], [0.964, -3.177, -0.749], [1.874, -1.721, 1.327], [2.923, 0.578, 0.352], [0.886, 2.973, -1.162], [-1.297, 2.292, 1.048], [-0.812, -0.429, 2.009], [-0.770, 3.765, -1.046], [0.511, 2.372, 1.216], [-3.066, -1.583, 2.631], [-3.256, -1.255, 1.273], [-3.158, 0.239, 1.059], [-2.043, -1.594, 0.261], [-4.473, -1.740, 0.658]], "nbo_charge": [-0.395, -0.406, -0.391, -0.365, -0.252, 1.061, -1.059, -0.724, -0.531, 0.171, 0.171, 0.181, 0.204, 0.175, 0.211, 0.224, 0.246, 0.170, 0.235, -0.558, 1.417, -0.607, -0.599, -0.579]}

{"formula": "C20H14Br2IrN2O4S3", "method": "ωB97M-V/def2-TZVPD", "max_force_ha_per_bohr": 0.06625, "charge": -1, "orbital_gap_ev": [4.878, 4.877], "homo_energy_ev": [-3.7, -3.7], "species": ["Ir", "C", "C", "S", "C", "C", "S", "H", "H", "H", "H", "H", "H", "Br", "C", "C", "C", "Br", "C", "C", "C", "C", "N", "C", "C", "O", "H", "H", "H", "H", "O", "S", "O", "N", "C", "O", "C", "C", "C", "C", "C", "C", "H", "H", "H", "H"], "positions_angstrom": [[-0.094, 0.310, 0.416], [-3.935, 2.918, 1.103], [-2.519, 2.412, 1.080], [-2.388, 0.826, 0.441], [-1.470, 3.159, 1.554], [-1.665, 4.533, 2.129], [0.167, 2.650, 1.580], [-4.577, 2.156, 0.669], [-4.045, 3.833, 0.521], [-4.267, 3.110, 2.123], [-2.706, 4.839, 2.130], [-1.082, 5.249, 1.550], [-1.286, 4.550, 3.150], [-0.324, -1.977, 4.867], [1.193, -1.707, 3.779], [2.438, -2.123, 4.187], [3.535, -1.913, 3.356], [5.232, -2.480, 4.002], [3.437, -1.297, 2.087], [4.489, -1.042, 1.203], [4.203, -0.403, -0.020], [2.923, -0.043, -0.331], [1.881, -0.280, 0.504], [2.133, -0.887, 1.703], [1.010, -1.052, 2.538], [-0.157, -0.575, 2.161], [2.572, -2.606, 5.145], [5.501, -1.312, 1.454], [5.003, -0.188, -0.709], [2.681, 0.459, -1.255], [0.528, -0.220, -5.841], [-0.573, 0.189, -5.009], [-1.676, 0.821, -5.683], [-0.054, 1.097, -3.747], [-0.227, 0.494, -2.610], [0.072, 1.003, -1.496], [-0.837, -0.875, -2.712], [-1.107, -1.763, -1.688], [-1.732, -2.962, -1.981], [-2.060, -3.278, -3.293], [-1.749, -2.405, -4.330], [-1.146, -1.211, -4.019], [-0.829, -1.505, -0.662], [-1.965, -3.647, -1.181], [-2.556, -4.213, -3.504], [-1.971, -2.645, -5.359]], "nbo_charge": [0.877, -0.642, -0.185, -0.155, -0.271, -0.632, 0.031, 0.222, 0.209, 0.205, 0.215, 0.208, 0.207, 0.074, -0.163, -0.221, -0.115, 0.021, -0.134, -0.115, -0.255, 0.055, -0.448, 0.165, 0.307, -0.634, 0.239, 0.229, 0.227, 0.236, -0.951, 2.287, -0.942, -0.800, 0.622, -0.670, -0.148, -0.079, -0.224, -0.201, -0.193, -0.276, 0.164, 0.218, 0.212, 0.226]}

{"formula": "C8H11FN2", "method": "ωB97M-V/def2-TZVPD", "max_force_ha_per_bohr": 0.02761, "charge": 0, "orbital_gap_ev": [7.556, 7.990], "homo_energy_ev": [-6.8, -7.8], "species": ["C", "C", "C", "C", "C", "C", "C", "C", "N", "N", "F", "H", "H", "H", "H", "H", "H", "H", "H", "H", "H", "H"], "positions_angstrom": [[2.405, 2.629, -0.565], [2.330, 2.081, 0.728], [1.735, 1.733, -1.361], [-1.190, -1.945, -0.001], [0.261, -1.426, 0.062], [-2.162, -1.299, 1.030], [0.618, -0.377, -0.913], [-2.724, 0.003, 0.657], [1.668, 0.940, 0.727], [1.300, 0.721, -0.545], [-3.297, 0.106, -0.565], [2.884, 3.539, -0.864], [2.733, 2.464, 1.644], [1.549, 1.723, -2.415], [-1.606, -1.804, -1.000], [-1.173, -3.016, 0.207], [0.491, -1.057, 1.063], [0.907, -2.293, -0.129], [-2.984, -2.018, 1.134], [-1.675, -1.201, 1.999], [0.347, -0.457, -1.952], [-2.418, 0.953, 1.058]], "nbo_charge": [-0.332, -0.039, -0.057, -0.376, -0.483, -0.514, 0.043, 0.255, -0.293, -0.173, -0.350, 0.229, 0.209, 0.218, 0.209, 0.205, 0.246, 0.220, 0.220, 0.224, 0.189, 0.147]}

{"formula": "C4H9N", "method": "ωB97M-V/def2-TZVPD", "max_force_ha_per_bohr": 0.02357, "charge": 1, "s_squared": 0.7604, "orbital_gap_ev": [10.049, 6.729], "spin_multiplicity": 2, "homo_energy_ev": [-14.1, -14.2], "species": ["C", "C", "H", "H", "H", "H", "C", "C", "N", "H", "H", "H", "H", "H"], "positions_angstrom": [[-0.382, 0.394, 2.101], [0.175, -0.811, 2.036], [-1.402, 0.564, 1.780], [0.167, 1.235, 2.507], [-0.396, -1.695, 1.776], [1.211, -0.975, 2.288], [-0.864, 0.756, -0.785], [0.290, 0.519, -1.528], [0.758, -0.675, -1.788], [-1.591, -0.019, -0.592], [-1.066, 1.741, -0.396], [0.866, 1.341, -1.936], [1.733, -0.729, -2.061], [0.459, -1.452, -1.206]], "lowdin_spin": [0.018, 0.049, 0.000, -0.001, 0.002, 0.002, 0.479, 0.164, 0.243, 0.015, 0.016, 0.003, 0.005, 0.006]}

> Which formula does entry 1 have?

C15H31Cl22N2OS